(w)
9
Properties=species:S:1:pos:R:3 method="wB97M-V/def2-TZVPD" total_charge=+1 smiles="O=[N+]1C=C[C@H]1Cl" gap_ev="8.825 / 8.826"
O 0.74118 2.02048 -0.03418
N 0.16131 0.98889 0.14000
C -0.95097 0.37296 -0.56485
C -0.50567 -0.84959 -0.27146
C 0.57001 -0.33738 0.67935
Cl 2.20778 -0.86474 -0.04214
H -1.70622 0.94657 -1.17905
H -0.79940 -1.86067 -0.52034
H 0.28199 -0.41653 1.79268


(x)
9
Properties=species:S:1:pos:R:3 method="wB97M-V/def2-TZVPD" total_charge=+1 gap_ev="8.411 / 8.413"
C 0.69392 0.68277 -0.24478
C 2.16106 0.24203 0.02036
C 0.14022 -0.59170 0.21766
N 1.56100 -1.03770 0.11368
O 1.82086 -2.15136 -0.23335
Cl 3.74767 0.64665 0.08520
H 0.57952 1.48201 -0.88970
H -0.25104 -0.46472 1.28737
H -0.54492 -1.12079 -0.54077


Most favorable structure: (w). The second most favorable one is 0.0278 hartree above it.


(w)
9
Properties=species:S:1:pos:R:3 method="wB97M-V/def2-TZVPD" total_charge=+1 smiles="O=[N+]1C=C[C@H]1Cl" gap_ev=8.926
O -1.88245 -2.30080 0.17218
N -1.35706 -1.26716 -0.10006
C 0.21791 -0.62112 -0.78490
C -0.03183 0.36848 0.03562
C -1.33878 0.02083 0.52158
Cl -2.73444 0.88074 -0.20140
H 0.58855 -1.03948 -1.60616
H 0.51971 1.23922 0.30028
H -1.58401 0.04582 1.58885


(x)
9
Properties=species:S:1:pos:R:3 method="wB97M-V/def2-TZVPD" total_charge=+1 gap_ev="6.877 / 6.903"
C 0.33042 -1.04015 0.07109
C 2.70939 -0.26432 -0.08630
C 0.35853 0.30400 -0.03280
N 1.90291 0.75241 -0.01756
O 2.31672 1.89644 0.02359
Cl 4.31706 -0.56400 0.01811
H -0.07012 -1.99781 -0.01106
H -0.34122 0.97724 -0.65807
H 0.17056 0.96166 0.87581


Most favorable structure: (w). The second most favorable one is 0.1728 hartree above it.


(w)
11
Properties=species:S:1:pos:R:3 method="wB97M-V/def2-TZVPD" smiles="N=C=CO.O=CCl" gap_ev=9.010
N 1.50673 -1.32311 -0.87145
C 1.12339 -0.22363 -0.46041
C 0.75489 0.90868 0.14994
O 0.18232 2.04677 -0.33773
H 1.09843 -2.18596 -0.63727
H 1.30650 1.11174 1.02602
H -0.51930 1.69171 -0.99893
O -0.94003 -1.67468 0.20948
C -1.25005 -0.56611 0.60288
Cl -2.39148 0.43884 -0.17926
H -0.87140 -0.22426 1.49673


(x)
11
Properties=species:S:1:pos:R:3 method="wB97M-V/def2-TZVPD" gap_ev=7.983
C 0.34031 -1.40431 0.12393
C -1.08981 -0.56219 -0.08418
C -0.30636 0.63534 -0.35744
N 0.89037 -0.24533 -0.21880
O 0.57980 -2.57333 0.32713
O -0.28113 1.63707 0.58639
Cl 2.83539 0.84903 -0.15270
H -1.82763 -0.89592 -0.79683
H -1.38083 -0.35317 1.00594
H -0.37240 1.20719 -1.28772
H 0.61229 1.70561 0.85430


Most favorable structure: (w). The second most favorable one is 0.0194 hartree above it.


(w)
18
Properties=species:S:1:pos:R:3 method="wB97M-V/def2-TZVPD" gap_ev=9.317
C 2.50399 0.33841 0.03906
C -2.31332 0.04194 1.00511
N 1.06769 0.52461 -0.08554
C 0.27166 -0.44742 -0.00375
C -1.48827 0.52102 -0.14949
C -1.83150 0.42766 -1.44287
O 2.84340 -0.18891 1.28598
O 3.00296 -0.41264 -1.02688
O 0.08674 -1.61700 0.11216
H 2.61079 -1.29736 -1.01487
H 2.43022 -1.05416 1.39392
H -0.67506 1.34343 -0.03224
H 2.97628 1.31827 -0.02314
H -3.28289 0.54180 1.03016
H -1.79501 0.23661 1.94435
H -2.46674 -1.03433 0.93723
H -1.20912 0.84834 -2.22013
H -2.73184 -0.09027 -1.74907


(x)
18
Properties=species:S:1:pos:R:3 method="wB97M-V/def2-TZVPD" smiles="[H]/N=C(/C)C(=O)O[C@H](C)O" gap_ev=10.553
H -1.33377 -1.48587 0.86968
N -0.64446 -1.16729 1.55269
C -0.30559 0.04135 1.39395
C 0.65354 0.70099 2.32695
C -1.01086 0.96242 0.40491
O -1.48629 2.00936 0.77650
O -1.24297 0.49664 -0.82357
C -0.24819 -0.28952 -1.83342
C 0.88247 -1.13266 -1.32258
O 0.20872 0.75417 -2.56171
H 1.43505 1.21702 1.77558
H 1.08228 -0.03666 2.99889
H 0.12088 1.45118 2.90458
H -1.04626 -0.86507 -2.32682
H 1.59985 -0.52787 -0.77528
H 1.33048 -1.64739 -2.17221
H 0.51327 -1.90973 -0.65465
H -0.50814 1.42893 -2.53348


(y)
18
Properties=species:S:1:pos:R:3 method="wB97M-V/def2-TZVPD" gap_ev="8.132 / 8.133"
C 0.76758 -0.10310 0.58623
C -0.23458 -0.58168 -0.77187
C -1.35528 1.89260 -0.12827
C 1.01381 -1.48082 -0.14835
C -1.25720 0.50238 0.40137
O 2.26356 -1.31226 -0.84582
O 1.59879 0.91794 0.26852
N -2.06894 -0.02787 1.18138
O 0.75236 -2.57152 0.39100
H 2.79080 -2.07768 -0.57552
H 2.36453 0.49407 -0.17649
H 0.49889 -0.22598 1.62775
H -1.86043 -0.98101 1.47291
H -0.03228 0.11595 -1.57491
H -1.06000 -1.26276 -0.92547
H -1.84072 1.87689 -1.10539
H -1.97000 2.48017 0.55140
H -0.37088 2.34467 -0.22847


Most favorable structure: (x). The second most favorable one is 0.0659 hartree above it.


(w)
18
Properties=species:S:1:pos:R:3 method="wB97M-V/def2-TZVPD" smiles="O=C1C[C@@]2(CN1)CO2.O" gap_ev=9.971
O 3.17957 -0.64992 1.00534
C 2.25154 -1.41442 1.19370
C 1.41333 -1.49415 2.46058
C 0.03033 -1.04281 2.02799
C -0.21948 -1.52166 0.60473
N 1.10074 -1.84059 0.07335
C -1.04154 -0.69523 2.95138
O -0.28757 0.31900 2.29220
H 1.38740 -2.53665 2.81032
H 1.82923 -0.86138 3.25314
H -0.85310 -2.42113 0.61635
H -0.73221 -0.73741 0.03022
H 1.14919 -1.85917 -0.93943
H -2.08096 -0.78939 2.62294
H -0.86656 -0.78542 4.02706
O 3.50090 -3.13262 0.12777
H 2.40490 -3.10693 -0.34515
H 3.43235 -3.69278 0.90747


(x)
18
Properties=species:S:1:pos:R:3 method="wB97M-V/def2-TZVPD" gap_ev=8.728
C 1.53088 0.21951 -1.49751
C -2.00322 0.79382 1.52402
N 0.82505 -0.62841 -0.53332
C -0.97494 -0.41610 -0.50683
C -1.07022 -0.02460 0.71410
C 0.53229 -0.13028 1.23306
O 1.52960 -1.85136 -0.38518
O -1.61313 -0.50092 -1.65757
O 1.02187 0.86854 1.76814
H 2.42043 -1.61705 -0.06780
H -1.23775 0.13493 -2.28859
H 0.63835 -1.13495 1.67533
H 1.03517 1.18888 -1.56358
H 1.48954 -0.27568 -2.47007
H 2.57203 0.37481 -1.19703
H -1.49672 1.69147 1.88823
H -2.89070 1.08872 0.96028
H -2.30852 0.21865 2.40431


Most favorable structure: (w). The second most favorable one is 0.0810 hartree above it.


(w)
18
Properties=species:S:1:pos:R:3 method="wB97M-V/def2-TZVPD" gap_ev=8.546
C 0.14588 -1.64815 -0.77502
C -0.91846 -1.86294 -1.79110
O 0.62776 0.23269 -3.05522
C 1.65789 -0.43349 -3.21790
O 2.83529 -0.21545 -2.96096
N 1.44095 -1.79071 -3.82364
C 0.40030 -2.56772 -3.79197
C -0.80421 -2.40793 -3.02884
H 1.14970 -1.92058 -1.12167
H 0.17736 -0.57913 -0.50913
H -0.09880 -2.20467 0.13971
H -1.94104 -1.69404 -1.44176
H 2.23319 -2.10189 -4.38144
H 0.44130 -3.41414 -4.48437
H -1.69968 -2.80028 -3.51469
O 0.45833 2.04146 -0.98663
H 0.65169 2.93235 -1.28676
H 0.56611 1.47198 -1.77372


(x)
18
Properties=species:S:1:pos:R:3 method="wB97M-V/def2-TZVPD" smiles="CC(=O)[C@@](C)(O)C(N)=O" gap_ev=10.006
C 2.09810 -0.65028 0.21309
C 0.88153 -0.07485 0.89102
O 0.93327 0.15808 2.09743
C -0.61042 -0.10077 0.18857
C -0.82132 -1.40178 -0.56898
O -1.70068 0.15970 1.06226
C -0.42974 1.10235 -0.70513
N -0.84922 2.31623 -0.25689
O 0.41972 1.03574 -1.61470
H 1.98606 -1.71452 0.00185
H 2.34992 -0.10432 -0.69499
H 2.96887 -0.51834 0.86257
H -0.83091 -2.25160 0.12202
H -1.78061 -1.38359 -1.09913
H -0.05750 -1.59354 -1.32714
H -2.41656 -0.49323 1.10214
H -0.64254 3.14592 -0.79446
H -1.49796 2.36881 0.52048


Most favorable structure: (x). The second most favorable one is 0.0272 hartree above it.


(w)
14
Properties=species:S:1:pos:R:3 method="wB97M-V/def2-TZVPD" multiplicity=2 total_charge=+1 gap_ev="9.448 / 3.061"
C 0.49697 -1.03034 0.93497
O -0.63132 -1.11392 1.86059
C 0.02231 -1.18670 -0.46541
H 0.88818 0.01215 1.05936
H 1.33107 -1.70799 1.21779
H -0.64647 -1.92370 2.39159
H 0.32883 -0.34775 -1.14299
H 0.45993 -2.10338 -0.92044
H -1.08441 -1.36880 -0.59113
O -0.84837 2.39102 -2.23422
C -0.64485 2.13690 -1.05247
O 0.64770 2.36317 -0.74010
H -1.30807 1.49969 -0.49782
H 0.98850 2.37964 0.18027


(x)
14
Properties=species:S:1:pos:R:3 method="wB97M-V/def2-TZVPD" multiplicity=2 total_charge=+1 gap_ev="8.483 / 4.481"
O 1.50756 0.90410 2.34691
C 0.46404 0.40553 2.07082
C 0.34265 -0.67526 1.05628
C -0.96512 -0.61306 0.26425
O -1.01627 -1.80225 -0.46404
H -0.44454 0.74115 2.59289
H 1.18698 -0.83068 0.42653
H 0.30828 -1.59984 1.65515
H -1.85638 -0.60439 0.90808
H -1.00547 0.26179 -0.36926
H -1.06286 -1.64587 -1.41312
H 0.36698 2.23748 -4.44449
H -0.56962 1.03995 -4.44674
O -0.00858 1.56685 -3.86324


Most favorable structure: (x). The second most favorable one is 0.0510 hartree above it.


(w)
9
Properties=species:S:1:pos:R:3 method="wB97M-V/def2-TZVPD" smiles="C=COC(=O)Cl" gap_ev=10.995
C 1.32352 -0.18170 -0.54221
C 0.79365 0.14202 0.63860
O -0.42777 0.72665 0.67681
C -1.57514 0.31690 0.14020
O -2.57425 0.92118 0.17925
Cl -1.55674 -1.30796 -0.50738
H 0.70267 0.17494 -1.43166
H 2.25197 -0.66255 -0.75677
H 1.06210 -0.12947 1.60316


(x)
9
Properties=species:S:1:pos:R:3 method="wB97M-V/def2-TZVPD" smiles="CC(=O)C(=O)Cl" gap_ev=9.510
C 1.18731 0.00790 -0.01347
C -0.05702 -0.66938 0.24115
O -0.37348 -1.81186 0.30021
C -1.35660 0.56377 0.00768
O -1.06940 1.70994 0.09982
Cl -2.96678 -0.08572 -0.24056
H 1.74915 -0.73927 -0.83565
H 1.95411 0.04488 0.85969
H 0.93272 0.97974 -0.41887


(y)
9
Properties=species:S:1:pos:R:3 method="wB97M-V/def2-TZVPD" smiles="O=C1O[C@H]1CCl" gap_ev=11.028
O -3.41872 0.84891 -0.55941
C -2.38092 0.81664 -0.09245
O -1.56274 -0.15660 0.42230
C -1.15962 1.19484 0.53648
C 0.19777 1.74057 -0.51731
Cl 1.68259 1.06009 0.15323
H -1.05814 1.49715 1.58520
H 0.21736 2.89987 -0.44377
H -0.14549 1.15014 -1.37100


Most favorable structure: (w). The second most favorable one is 0.0053 hartree above it.


(w)
29
Properties=species:S:1:pos:R:3 method="wB97M-V/def2-TZVPD" gap_ev=9.824
C -2.06857 1.23792 1.32003
C -1.05715 1.46795 2.26701
C 0.00556 2.25485 2.01015
C -0.50430 2.34841 -0.25266
C 0.56760 -1.18039 -0.70469
C 0.60379 -2.38881 0.27749
C 1.28584 -1.68624 -2.04178
C 1.41107 -0.01978 -0.09688
C -0.93261 -0.94605 -0.92108
H -2.17852 0.93275 -0.74391
H -1.07709 0.88048 3.14251
H 1.02261 2.30457 2.68223
H 1.18733 3.36977 0.49609
H 0.26044 -3.23218 -0.36499
H 1.50022 -2.71403 0.75446
H -0.27668 -2.48209 1.00888
H 1.86065 -0.54284 -2.40911
H 2.08038 -2.82738 -1.75414
H 0.18037 -1.95400 -2.92943
H 2.04622 0.61758 -1.08487
H 2.26654 -0.56571 0.95931
H 0.55338 0.52716 0.63830
H -1.35994 -0.93368 0.06842
H -1.36240 -0.23513 -1.83794
H -1.33257 -1.96517 -1.26086
N -1.69657 1.69358 -0.00234
N 0.18614 2.93707 0.87541
O -2.99728 0.42907 1.31985
O -0.17445 2.67230 -1.41547


(x)
29
Properties=species:S:1:pos:R:3 method="wB97M-V/def2-TZVPD" smiles="O=c1cc[nH]c(=O)[nH]1.CC(C)(C)C" gap_ev=9.734
O 6.67569 -1.29586 1.36981
C 5.99954 -0.72741 0.49713
C 5.30374 -1.38283 -0.61455
C 4.26247 -0.70625 -1.07374
N 4.12345 0.63712 -0.92701
C 4.92937 1.40039 -0.08965
O 4.46557 2.54897 0.21957
N 5.96313 0.67733 0.46252
H 5.24728 -2.52078 -0.63495
H 3.42565 -0.97611 -1.69757
H 3.18368 1.13558 -1.26570
H 6.88019 0.99646 1.02715
C -4.29600 -1.13034 -0.69772
C -3.59989 -0.03173 0.19652
C -3.16465 -0.43521 1.57819
C -4.57307 1.15451 0.42240
C -2.31831 0.47703 -0.61736
H -3.54554 -1.93249 -0.68208
H -5.18891 -1.43601 -0.37737
H -4.25045 -0.75047 -1.75641
H -2.60544 0.39730 2.05444
H -4.08654 -0.69873 2.18723
H -2.39390 -1.27683 1.53960
H -4.11451 2.11269 0.70042
H -5.35509 0.74313 1.09068
H -5.08273 1.26906 -0.53163
H -2.53930 1.10909 -1.51079
H -1.65119 1.04770 0.12961
H -1.69424 -0.40532 -0.99872


Most favorable structure: (x). The second most favorable one is 0.2460 hartree above it.


(w)
16
Properties=species:S:1:pos:R:3 method="wB97M-V/def2-TZVPD" smiles=Cc1[nH][n+]([S-])c(C)[n+]1[S-] gap_ev="7.610 / 7.611"
C 2.07689 -0.35602 -1.22880
C 0.72244 -0.43890 -0.64473
N -0.21272 -1.46205 -0.65722
N -1.27887 -1.02961 0.12841
S -2.53027 -2.02696 0.50757
C -0.96255 0.27545 0.54789
C -1.56250 1.23750 1.43548
N 0.26802 0.57738 0.07187
S 1.09174 2.00325 0.36242
H 2.25006 0.42051 -2.09350
H 2.86329 -0.04152 -0.40775
H 2.65859 -1.24270 -1.54972
H -0.12251 -2.15689 -1.35825
H -0.98106 2.17081 1.47020
H -2.62709 1.29014 1.01963
H -1.65345 0.77960 2.39649


(x)
16
Properties=species:S:1:pos:R:3 method="wB97M-V/def2-TZVPD" gap_ev=8.715
C -0.25482 -0.46234 -0.18945
C 0.47136 0.14726 1.92413
C 1.17834 1.67017 0.14691
C -1.42706 -1.32049 -2.37670
N -0.75183 -1.45476 0.43695
N 1.21708 0.71944 2.78594
N 0.29025 0.53401 0.59891
S -0.49849 -1.30577 2.08988
S -0.16574 -0.20755 -1.83771
H 1.16041 2.34093 0.99253
H 2.21292 1.33779 0.14832
H 0.74779 1.89990 -0.82188
H -1.68512 -2.03587 -1.65917
H -1.14561 -1.66190 -3.32097
H -2.33184 -0.65881 -2.61667
H 0.98236 0.45800 3.69898


Most favorable structure: (x). The second most favorable one is 0.0831 hartree above it.


(w)
16
Properties=species:S:1:pos:R:3 method="wB97M-V/def2-TZVPD" gap_ev=9.009
C -0.79239 2.76297 0.40554
C -0.03170 -0.51911 0.48973
C 1.44394 -2.08977 -0.41994
H -0.59658 3.94606 0.03874
H -1.80721 2.36605 0.65638
H -0.10341 2.78817 1.25069
H 1.74836 0.70780 0.49686
H 0.76268 -2.97625 -1.04494
H 2.60314 -2.58523 -0.03671
H 1.62675 -1.16847 -1.41505
H -3.34183 -1.23814 -0.30407
N 0.68387 0.57454 0.09990
N -1.13150 -0.70278 -0.11398
O 0.86574 -1.60651 0.86621
S 0.19931 1.93311 -0.82750
S -2.12919 -2.19243 -0.14186


(x)
16
Properties=species:S:1:pos:R:3 method="wB97M-V/def2-TZVPD" smiles="NC(=O)[C@H](N)CSS" gap_ev=9.879
N 1.76800 1.60949 -1.57293
C 0.51486 1.19306 -1.95455
O 0.18656 1.08809 -3.11126
C -0.36665 0.89949 -0.73709
N -0.27887 1.98513 0.22730
C 0.09635 -0.46281 -0.19126
S -0.74789 -0.71714 1.42769
S -0.24646 -2.54443 2.02823
H 1.84469 2.08441 -0.68795
H 2.39620 1.96071 -2.28366
H -1.40392 0.71590 -1.04830
H -1.17642 2.08764 0.69156
H 0.28954 1.69703 1.02134
H -0.12946 -1.32789 -0.80966
H 1.16265 -0.53237 -0.01252
H -1.12627 -3.32977 1.38818


Most favorable structure: (x). The second most favorable one is 0.2286 hartree above it.


(w)
21
Properties=species:S:1:pos:R:3 method="wB97M-V/def2-TZVPD" smiles="C=C(C)C.O.O.O" gap_ev=10.336
C -0.87471 -1.81247 0.56035
C -1.72274 -0.98735 -0.04951
C -2.06026 0.41075 0.43973
C -2.53290 -1.39277 -1.27599
H -0.85900 -2.80092 0.13361
H -0.57802 -1.54488 1.56777
H -3.11556 0.61696 0.58243
H -1.45086 0.55697 1.33256
H -1.71095 1.13908 -0.29888
H -2.32904 -0.73423 -2.11523
H -2.36497 -2.44778 -1.49638
H -3.58586 -1.35124 -0.99524
O 2.42550 -1.22248 2.92605
H 1.83206 -1.04861 2.16368
H 2.79465 -2.07502 2.65794
O 1.55492 0.26802 0.06472
H 0.88064 -0.26796 -0.35631
H 1.79650 0.88384 -0.60110
O 1.92649 3.78684 -2.43722
H 2.72450 4.23248 -2.75937
H 1.24104 4.46554 -2.44590


(x)
21
Properties=species:S:1:pos:R:3 method="wB97M-V/def2-TZVPD" smiles="C/C=C/C.O.O.O" gap_ev=9.627
C -1.23336 -2.08365 -1.42126
C -0.33193 -0.90569 -1.28101
C 0.98801 -0.99943 -1.14551
C 1.85605 0.23165 -1.16410
H -0.72996 -3.04327 -1.32743
H -2.02938 -2.03708 -0.67032
H -1.68937 -2.01260 -2.40944
H -0.71811 0.08063 -1.51345
H 1.40532 -1.95277 -0.82934
H 1.60998 0.83896 -2.03519
H 1.78601 0.78437 -0.24020
H 2.91743 0.03386 -1.31391
O 0.41866 -0.11555 1.98843
H 0.75406 0.59716 1.40930
H 0.98354 -0.86356 1.77697
O -1.93392 0.95212 1.44400
H -2.35888 1.13630 2.28464
H -1.14959 0.40137 1.66926
O 0.48190 2.22191 0.56131
H 0.55303 3.10179 0.96635
H -0.46661 2.02457 0.72713


Most favorable structure: (x). The second most favorable one is 0.0120 hartree above it.